Entry from the OMol25 dataset: a 9-piece molecular cluster, H18O9 overall in a non-equilibrium geometry (ωB97M-V/def2-TZVPD).

The value obtained for the total energy is -687.863947 a.u. For the lowest unoccupied orbital energy, the calculation gives -0.2 eV. The total charge is 0.

Positions of all 27 atoms, in Å:
H (0.433, -0.800, -0.867)
H (0.427, 0.360, 0.059)
H (-3.619, 0.515, -0.770)
H (-4.153, 1.933, -0.668)
H (-0.034, 3.750, -0.230)
H (0.493, 5.005, 0.753)
H (-0.285, -1.379, 2.125)
H (-1.283, -0.282, 2.662)
H (4.197, 1.654, 0.786)
H (3.966, 3.135, 1.193)
H (2.805, -2.436, 2.625)
H (3.440, -1.985, 1.240)
H (0.758, -4.621, -3.970)
H (0.199, -3.403, -3.449)
H (-1.498, -4.339, -2.094)
H (-2.818, -3.674, -2.677)
H (-1.235, 3.411, 1.293)
H (-1.167, 2.279, 0.212)
O (0.931, -0.450, -0.157)
O (-4.057, 1.150, -0.071)
O (-0.255, 4.455, 0.470)
O (-0.654, -1.009, 2.913)
O (3.786, 2.499, 0.512)
O (3.476, -1.954, 2.155)
O (0.407, -3.825, -4.312)
O (-1.950, -3.514, -2.141)
O (-1.763, 2.757, 0.854)


Entry from the OMol25 dataset: C37H32Cl3FNO2PRhS3Si as an isolated structure in a non-equilibrium geometry (ωB97M-V/def2-TZVPD).

The value obtained for the total energy is -5050.924912 a.u. For the lowest unoccupied orbital energy (alpha / beta), the calculation gives 1.7 / 1.7 eV. The total charge is -1.

Positions of all 82 atoms, in Å:
Rh (-0.389, -0.877, -0.589)
C (0.141, -2.919, 1.605)
Si (-0.564, -1.335, 2.359)
C (-2.377, -1.618, 2.796)
C (0.313, -1.076, 4.006)
N (-0.407, -0.009, 1.220)
C (-0.491, 1.321, 1.590)
C (-1.097, 1.688, 2.808)
C (-1.181, 2.990, 3.270)
C (-0.677, 4.035, 2.512)
C (-0.104, 3.726, 1.288)
C (-0.028, 2.422, 0.847)
F (0.551, 2.248, -0.353)
H (-0.606, -3.718, 1.623)
H (0.992, -3.240, 2.209)
H (0.514, -2.859, 0.579)
H (-2.478, -2.463, 3.485)
H (-3.012, -1.806, 1.932)
H (-2.763, -0.732, 3.305)
H (0.405, -2.069, 4.461)
H (-0.223, -0.440, 4.709)
H (1.316, -0.670, 3.868)
H (-1.540, 0.911, 3.413)
H (-1.657, 3.180, 4.224)
H (-0.728, 5.060, 2.855)
H (0.313, 4.489, 0.643)
Cl (-2.497, -7.786, -1.650)
C (-1.762, -6.206, -1.735)
C (-2.450, -5.105, -1.261)
C (-1.840, -3.869, -1.331)
Cl (-2.698, -2.465, -0.746)
C (-0.550, -3.642, -1.860)
O (0.029, -2.492, -1.909)
C (0.089, -4.818, -2.325)
Cl (1.689, -4.662, -2.977)
C (-0.492, -6.069, -2.268)
H (-3.440, -5.203, -0.838)
H (0.050, -6.930, -2.633)
S (3.020, 0.964, 1.839)
P (3.113, -0.138, 0.238)
S (1.655, -0.250, -1.244)
C (4.543, 0.344, -0.806)
C (4.488, 0.630, -2.164)
C (5.645, 0.977, -2.852)
C (6.862, 1.035, -2.192)
C (6.922, 0.750, -0.834)
C (5.770, 0.411, -0.146)
C (3.547, -1.874, 0.632)
C (3.544, -2.844, -0.369)
C (3.918, -4.146, -0.077)
C (4.306, -4.486, 1.214)
C (4.319, -3.521, 2.210)
C (3.940, -2.216, 1.919)
H (3.546, 0.590, -2.693)
H (5.588, 1.202, -3.909)
H (7.761, 1.304, -2.732)
H (7.868, 0.798, -0.309)
H (5.811, 0.210, 0.918)
H (3.211, -2.589, -1.368)
H (3.891, -4.897, -0.857)
H (4.592, -5.505, 1.442)
H (4.616, -3.782, 3.218)
H (3.941, -1.451, 2.685)
C (-4.724, 6.651, -2.966)
C (-6.107, 6.798, -2.388)
O (-6.792, 7.772, -2.574)
S (-6.778, 5.514, -1.342)
C (-5.508, 4.275, -1.275)
C (-5.535, 3.199, -2.157)
C (-4.542, 2.237, -2.113)
C (-3.501, 2.327, -1.181)
C (-3.497, 3.401, -0.280)
C (-4.492, 4.360, -0.327)
C (-2.474, 1.339, -1.115)
C (-1.596, 0.509, -1.036)
H (-4.703, 7.184, -3.915)
H (-4.412, 5.619, -3.093)
H (-4.024, 7.137, -2.283)
H (-6.335, 3.125, -2.882)
H (-4.557, 1.403, -2.802)
H (-2.710, 3.460, 0.461)
H (-4.483, 5.184, 0.375)


Entry from the OMol25 dataset: a 16-piece molecular cluster, C2H35O16 overall in a non-equilibrium geometry (ωB97M-V/def2-TZVPD).

The value obtained for the total energy is -1301.074932 a.u. For the lowest unoccupied orbital energy, the calculation gives 2.4 eV. The total charge is -1.

Positions of all 53 atoms, in Å:
C (-0.891, 0.774, -1.535)
C (-0.493, -0.539, -0.727)
O (-0.167, -0.248, 0.565)
H (-1.448, 1.355, -0.790)
H (-1.324, 0.353, -2.450)
H (0.042, 1.242, -1.669)
H (0.442, -0.945, -1.232)
H (-1.265, -1.356, -0.785)
O (-0.425, -3.141, 0.671)
H (-0.547, -2.266, 0.318)
H (-1.016, -3.239, 1.426)
O (1.598, 1.031, 3.003)
H (1.516, 0.082, 3.116)
H (0.731, 1.261, 2.674)
O (-1.653, -1.251, 2.390)
H (-1.130, -1.014, 1.584)
H (-1.699, -0.488, 2.979)
O (1.089, 4.304, -1.880)
H (1.656, 3.583, -1.688)
H (1.593, 5.063, -1.812)
O (2.064, -2.252, -2.567)
H (2.197, -1.875, -1.697)
H (1.277, -1.864, -2.839)
O (2.015, 1.343, 0.120)
H (2.318, 1.341, 1.020)
H (1.234, 0.765, 0.196)
O (-0.914, 1.827, 2.089)
H (-0.821, 1.064, 1.463)
H (-0.328, 2.507, 1.778)
O (0.459, -4.264, -1.485)
H (-0.004, -3.953, -0.641)
H (1.047, -3.571, -1.580)
O (-3.285, -2.972, -0.315)
H (-3.452, -3.317, 0.528)
H (-2.859, -3.749, -0.717)
O (0.763, 3.529, 1.083)
H (0.148, 4.153, 0.694)
H (1.160, 2.914, 0.488)
O (-3.536, -0.255, -0.355)
H (-3.729, -1.213, -0.301)
H (-2.631, -0.160, -0.726)
O (2.401, 1.621, -2.552)
H (2.294, 1.544, -1.617)
H (3.171, 2.141, -2.742)
O (-2.985, 3.769, -0.210)
H (-2.803, 2.885, -0.515)
H (-2.183, 4.277, -0.425)
O (2.335, -1.686, 0.022)
H (2.949, -0.996, 0.223)
H (1.456, -1.294, 0.152)
O (1.077, -2.173, 2.733)
H (1.993, -2.100, 2.531)
H (0.563, -2.547, 2.004)


Entry from the OMol25 dataset: one molecule with the formula C9H12N4O in a non-equilibrium geometry (ωB97M-V/def2-TZVPD).

The value obtained for the total energy is -644.208309 a.u. For the lowest unoccupied orbital energy (alpha / beta), the calculation gives -0.2 / -0.8 eV. The total charge is 0.

Positions of all 26 atoms, in Å:
C (0.422, 0.501, -0.259)
C (-0.734, 1.515, 0.014)
C (0.503, -0.187, 1.104)
C (-1.123, 2.624, -0.793)
C (1.461, -1.117, 1.435)
C (-1.717, 1.111, -2.611)
C (-2.021, 0.953, -4.056)
C (2.600, -3.033, 2.783)
C (1.629, -1.828, 2.757)
N (1.043, 0.329, -1.296)
N (-1.166, 1.247, 1.211)
N (-0.612, 0.234, 1.818)
N (-1.585, 2.312, -2.104)
O (-1.237, 3.780, -0.483)
H (2.149, -1.327, 0.609)
H (-1.284, 0.338, -1.946)
H (-2.472, 1.869, -4.341)
H (-2.683, 0.048, -4.282)
H (-1.011, 0.721, -4.634)
H (1.967, -3.894, 3.173)
H (3.474, -2.890, 3.328)
H (2.873, -3.323, 1.772)
H (1.906, -0.993, 3.437)
H (0.599, -2.103, 3.269)
H (-0.921, 0.026, 2.762)
H (-2.059, 3.087, -2.665)


Entry from the OMol25 dataset: one molecule with the formula CH2ClNO2S2 in a non-equilibrium geometry (ωB97M-V/def2-TZVPD).

The value obtained for the total energy is -1500.979029 a.u. For the lowest unoccupied orbital energy, the calculation gives -0.7 eV. The total charge is 0.

Positions of all 9 atoms, in Å:
C (1.507, -0.120, -0.270)
N (-0.564, -0.075, 1.062)
O (-1.921, 1.191, -0.687)
O (0.521, 0.273, -1.022)
S (2.110, -1.570, -0.240)
S (-1.003, 0.172, -0.338)
Cl (1.883, 0.974, 0.956)
H (-1.321, 0.119, 1.714)
H (-1.212, -0.965, -1.174)


Entry from the OMol25 dataset: C8H18Cl2GaN2O3P as an isolated structure in a non-equilibrium geometry (ωB97M-V/def2-TZVPD).

The value obtained for the total energy is -3836.799737 a.u. For the lowest unoccupied orbital energy, the calculation gives -10.6 eV. The total charge is +2.

Positions of all 35 atoms, in Å:
C (-0.838, -3.668, -3.270)
C (-0.892, -2.538, -2.392)
H (-1.815, -3.994, -3.652)
H (-0.352, -4.481, -2.713)
H (-0.168, -3.411, -4.099)
O (-1.442, -1.597, -1.930)
Cl (2.098, -2.233, -1.842)
Ga (0.803, -1.054, -0.647)
P (0.064, 1.159, -1.329)
C (-1.361, 2.104, -0.733)
C (1.441, 2.292, -1.010)
H (0.767, 0.362, -3.494)
H (0.210, 2.068, -3.530)
H (-0.983, 0.724, -3.485)
C (0.000, 1.063, -3.133)
H (2.386, 1.739, -0.962)
H (1.474, 3.035, -1.822)
H (-1.576, 2.941, -1.422)
H (-1.134, 2.492, 0.273)
H (1.284, 2.793, -0.046)
H (-2.255, 1.472, -0.652)
C (-1.118, -0.773, 0.485)
O (-2.232, -0.768, 0.784)
Cl (2.221, -0.560, 1.016)
C (-0.713, -1.230, 3.716)
N (0.253, -0.198, 3.990)
C (0.417, 0.948, 3.250)
N (1.577, 1.643, 3.624)
O (-0.373, 1.323, 2.394)
H (-0.389, -1.863, 2.879)
H (-1.687, -0.784, 3.477)
H (-0.783, -1.871, 4.607)
H (0.873, -0.320, 4.770)
H (1.973, 2.125, 2.824)
H (2.269, 1.061, 4.072)


Repeat the fourth record exactly.
Entry from the OMol25 dataset: one molecule with the formula C9H12N4O in a non-equilibrium geometry (ωB97M-V/def2-TZVPD).

The value obtained for the total energy is -644.208309 a.u. For the lowest unoccupied orbital energy (alpha / beta), the calculation gives -0.2 / -0.8 eV. The total charge is 0.

Positions of all 26 atoms, in Å:
C (0.422, 0.501, -0.259)
C (-0.734, 1.515, 0.014)
C (0.503, -0.187, 1.104)
C (-1.123, 2.624, -0.793)
C (1.461, -1.117, 1.435)
C (-1.717, 1.111, -2.611)
C (-2.021, 0.953, -4.056)
C (2.600, -3.033, 2.783)
C (1.629, -1.828, 2.757)
N (1.043, 0.329, -1.296)
N (-1.166, 1.247, 1.211)
N (-0.612, 0.234, 1.818)
N (-1.585, 2.312, -2.104)
O (-1.237, 3.780, -0.483)
H (2.149, -1.327, 0.609)
H (-1.284, 0.338, -1.946)
H (-2.472, 1.869, -4.341)
H (-2.683, 0.048, -4.282)
H (-1.011, 0.721, -4.634)
H (1.967, -3.894, 3.173)
H (3.474, -2.890, 3.328)
H (2.873, -3.323, 1.772)
H (1.906, -0.993, 3.437)
H (0.599, -2.103, 3.269)
H (-0.921, 0.026, 2.762)
H (-2.059, 3.087, -2.665)


Please write out number 1 again, unchanged.
Entry from the OMol25 dataset: a 9-piece molecular cluster, H18O9 overall in a non-equilibrium geometry (ωB97M-V/def2-TZVPD).

The value obtained for the total energy is -687.863947 a.u. For the lowest unoccupied orbital energy, the calculation gives -0.2 eV. The total charge is 0.

Positions of all 27 atoms, in Å:
H (0.433, -0.800, -0.867)
H (0.427, 0.360, 0.059)
H (-3.619, 0.515, -0.770)
H (-4.153, 1.933, -0.668)
H (-0.034, 3.750, -0.230)
H (0.493, 5.005, 0.753)
H (-0.285, -1.379, 2.125)
H (-1.283, -0.282, 2.662)
H (4.197, 1.654, 0.786)
H (3.966, 3.135, 1.193)
H (2.805, -2.436, 2.625)
H (3.440, -1.985, 1.240)
H (0.758, -4.621, -3.970)
H (0.199, -3.403, -3.449)
H (-1.498, -4.339, -2.094)
H (-2.818, -3.674, -2.677)
H (-1.235, 3.411, 1.293)
H (-1.167, 2.279, 0.212)
O (0.931, -0.450, -0.157)
O (-4.057, 1.150, -0.071)
O (-0.255, 4.455, 0.470)
O (-0.654, -1.009, 2.913)
O (3.786, 2.499, 0.512)
O (3.476, -1.954, 2.155)
O (0.407, -3.825, -4.312)
O (-1.950, -3.514, -2.141)
O (-1.763, 2.757, 0.854)